1.
C8H8O3 | ωB97M-V/def2-TZVPD

Its lowest unoccupied orbital energy is 0.1 eV. The energy above the lowest of the compared OMol25 structures with the same formula, charge and spin comes out at 564.1 kJ/mol. The SMILES is O=C1C2=C[C@@H]3CC(O)(O)[C@]12C3. The gap between HOMO and LUMO is 9.326 eV.

```
! RIJCOSX wB97M-V def2-TZVPD def2/J DEFGRID3
* xyz 0 1
O 3.40 0.04 0.19
C 2.23 -0.13 0.07
C 1.22 -0.84 -0.64
C 0.21 -1.68 -0.84
C -0.95 -1.24 0.11
C -1.31 0.20 -0.46
C -0.20 1.10 -0.08
O -0.70 1.92 0.94
O 0.64 1.76 -1.02
C 0.88 0.02 0.62
C -0.12 -0.75 1.36
H 0.29 -2.24 -1.86
H -1.64 -2.10 0.25
H -1.52 0.08 -1.59
H -2.21 0.62 -0.17
H -0.13 2.67 0.96
H 0.24 2.14 -1.79
H -0.70 -0.04 2.03
H 0.38 -1.53 1.93
*
```

2.
C2H7N5 | ωB97M-V/def2-TZVPD

Its lowest unoccupied orbital energy (alpha / beta) is 0.0 / 0.0 eV. The energy above the lowest of the compared OMol25 structures with the same formula, charge and spin comes out at 514.5 kJ/mol. The gap between HOMO and LUMO (alpha / beta) is 8.112 / 8.120 eV.

```
! RIJCOSX wB97M-V def2-TZVPD def2/J DEFGRID3
* xyz 0 1
C 1.34 0.44 0.41
C 0.52 -0.26 -0.67
N -2.78 0.27 0.22
N -1.76 0.11 -0.51
N -3.91 0.49 -0.26
N -0.98 -1.71 0.57
N -0.82 -0.73 -0.20
H 2.06 1.18 0.01
H 0.64 0.94 1.01
H 2.01 -0.26 0.95
H 0.38 0.60 -1.43
H 1.03 -1.08 -1.08
H -4.37 0.90 0.60
H -0.06 -2.25 0.84
*
```

3.
C2H6OS2 | ωB97M-V/def2-TZVPD

Its lowest unoccupied orbital energy (alpha / beta) is -0.1 / -0.1 eV. The energy above the lowest of the compared OMol25 structures with the same formula, charge and spin comes out at 396.7 kJ/mol. The gap between HOMO and LUMO (alpha / beta) is 9.063 / 9.062 eV.

```
! RIJCOSX wB97M-V def2-TZVPD def2/J DEFGRID3
* xyz 0 1
C 0.48 -1.48 -0.61
C -0.99 0.16 -0.09
O 1.01 1.99 -0.46
S 1.16 0.38 1.97
S 0.19 1.33 0.55
H -0.11 -2.44 -0.48
H 0.68 -1.08 -1.67
H 1.07 -1.15 0.30
H -1.59 -0.48 0.47
H -1.18 0.59 -1.04
H -0.71 2.19 1.07
*
```

4.
C2H3NS2 | ωB97M-V/def2-TZVPD

Its lowest unoccupied orbital energy is -1.1 eV. The energy above the lowest of the compared OMol25 structures with the same formula, charge and spin comes out at 137.3 kJ/mol. The SMILES is N=C=S.C=S. The gap between HOMO and LUMO is 8.089 eV.

```
! RIJCOSX wB97M-V def2-TZVPD def2/J DEFGRID3
* xyz 0 1
N -1.23 -0.98 -0.44
C -0.84 -1.88 0.27
S -0.23 -3.06 1.05
H -0.87 -0.06 -0.62
C 0.91 1.43 -0.07
S -0.64 1.87 0.21
H 1.11 0.45 -0.31
H 1.80 2.24 -0.10
*
```

5.
C19H22ClNO2S | ωB97M-V/def2-TZVPD

Its lowest unoccupied orbital energy is -0.2 eV. The SMILES is O=S(=O)(c1ccccc1)[C@H](Cl)[C@@H](c1ccccc1)N1CCCCC1. The gap between HOMO and LUMO is 7.930 eV.

```
! RIJCOSX wB97M-V def2-TZVPD def2/J DEFGRID3
* xyz 0 1
O -1.32 -1.40 2.89
S -0.53 -1.92 1.79
O -1.14 -2.67 0.69
C 0.62 -3.10 2.61
C 1.15 -4.18 1.89
C 1.86 -5.17 2.57
C 2.02 -5.12 3.96
C 1.47 -4.05 4.67
C 0.76 -3.05 4.00
C 0.12 -0.37 0.86
Cl 0.12 1.02 1.96
C -0.43 0.49 -0.69
C -1.84 0.88 -0.77
C -2.33 2.05 -1.44
C -3.61 2.55 -1.22
C -4.51 1.86 -0.39
C -4.07 0.72 0.26
C -2.78 0.26 0.07
N 0.40 1.30 -1.51
C 1.42 0.72 -2.44
C 1.96 1.66 -3.53
C 2.29 3.06 -3.00
C 1.12 3.62 -2.19
C 0.66 2.66 -1.12
H 1.02 -4.22 0.82
H 2.29 -6.01 2.01
H 2.54 -5.92 4.49
H 1.59 -3.99 5.75
H 0.33 -2.22 4.56
H 1.13 -0.74 0.71
H -0.19 -0.61 -0.85
H -1.67 2.61 -2.11
H -3.93 3.47 -1.70
H -5.55 2.21 -0.28
H -4.74 0.19 0.93
H -2.45 -0.63 0.62
H 1.09 -0.22 -2.92
H 2.27 0.48 -1.78
H 1.24 1.75 -4.35
H 2.86 1.21 -3.98
H 3.21 3.02 -2.38
H 2.54 3.73 -3.85
H 1.43 4.57 -1.74
H 0.31 3.87 -2.87
H -0.20 3.07 -0.59
H 1.46 2.55 -0.39
*
```

6.
C2H4ClNS | ωB97M-V/def2-TZVPD

Its lowest unoccupied orbital energy is -0.4 eV. The energy above the lowest of the compared OMol25 structures with the same formula, charge and spin comes out at 297.1 kJ/mol. The SMILES is CN(Cl)C=S. The gap between HOMO and LUMO is 8.656 eV.

```
! RIJCOSX wB97M-V def2-TZVPD def2/J DEFGRID3
* xyz 0 1
C 0.49 1.06 -0.17
N 0.29 -0.05 0.76
Cl -0.88 0.36 1.88
C -0.24 -1.40 -0.13
S -0.17 -1.63 -1.68
H 1.17 0.72 -0.91
H -0.47 1.23 -0.71
H 0.69 1.80 0.45
H -0.87 -2.10 0.51
*
```

7.
C43H44ClCrN4OPS4Te | ωB97M-V/def2-TZVPD

Its lowest unoccupied orbital energy (alpha / beta) is -4.1 / -3.0 eV. As for the expectation value of S²: 3.840. The energy above the lowest of the compared OMol25 structures with the same formula, charge and spin comes out at 0.0 kJ/mol. The gap between HOMO and LUMO (alpha / beta) is 6.546 / 7.710 eV.

```
! RIJCOSX wB97M-V def2-TZVPD def2/J DEFGRID3
* xyz 1 4
Cr -0.29 0.46 0.40
S 2.11 -0.19 0.44
C 1.57 -0.24 2.07
N 0.29 0.01 2.25
C -0.07 0.08 3.59
C -1.34 0.36 4.09
C -1.50 0.37 5.47
C -0.43 0.12 6.32
C 0.84 -0.15 5.83
C 1.00 -0.16 4.45
S 2.47 -0.44 3.53
H -2.16 0.57 3.42
H -2.47 0.59 5.88
H -0.58 0.13 7.39
H 1.67 -0.34 6.49
C 1.99 3.36 -0.95
Te 0.92 2.86 0.83
C -0.30 4.51 0.25
C 0.66 5.42 -0.49
C 0.45 6.79 -0.59
C 1.35 7.58 -1.28
C 2.47 7.01 -1.87
C 2.69 5.64 -1.76
C 1.79 4.84 -1.08
H 1.55 2.80 -1.77
H 3.03 3.07 -0.83
H -0.75 4.98 1.12
H -1.09 4.13 -0.39
H -0.42 7.23 -0.12
H 1.19 8.65 -1.35
H 3.18 7.63 -2.40
H 3.57 5.20 -2.21
C -2.03 -6.89 -1.02
C -3.23 -6.01 -0.66
C -3.38 -4.93 -1.73
C -4.49 -6.88 -0.75
C -3.03 -5.42 0.78
O -2.99 -6.49 1.74
C -4.05 -4.36 1.23
C -5.42 -4.88 1.74
C -6.50 -3.85 1.52
C -6.69 -2.82 2.44
C -7.63 -1.83 2.23
C -8.39 -1.86 1.07
Cl -9.56 -0.61 0.79
C -8.23 -2.87 0.15
C -7.29 -3.86 0.38
C -1.61 -4.86 1.02
N -1.26 -3.59 0.40
C -1.41 -2.36 0.88
N -0.81 -1.49 0.07
C -0.32 -2.28 -0.93
N -0.55 -3.55 -0.76
H -2.26 -7.48 -1.91
H -1.78 -7.58 -0.21
H -1.14 -6.30 -1.26
H -3.54 -5.42 -2.70
H -2.50 -4.30 -1.84
H -4.25 -4.29 -1.56
H -4.51 -7.37 -1.72
H -5.40 -6.30 -0.66
H -4.51 -7.69 -0.01
H -3.83 -6.95 1.73
H -4.21 -3.63 0.44
H -3.60 -3.81 2.06
H -5.35 -5.11 2.80
H -5.70 -5.80 1.23
H -6.10 -2.81 3.36
H -7.79 -1.05 2.96
H -8.85 -2.89 -0.74
H -7.18 -4.66 -0.34
H -0.87 -5.58 0.69
H -1.50 -4.73 2.10
H -1.92 -2.13 1.80
H 0.23 -1.89 -1.77
S -3.98 -1.23 -1.06
P -3.89 0.67 -0.67
S -1.98 1.59 -0.56
C -4.54 1.12 0.96
C -4.42 0.20 2.00
C -4.85 0.55 3.27
C -5.42 1.80 3.50
C -5.56 2.70 2.46
C -5.12 2.36 1.18
C -4.78 1.70 -1.86
C -4.27 2.88 -2.41
C -5.05 3.62 -3.29
C -6.33 3.19 -3.62
C -6.83 2.02 -3.07
C -6.06 1.28 -2.19
H -4.03 -0.79 1.80
H -4.76 -0.16 4.08
H -5.76 2.06 4.49
H -6.02 3.66 2.63
H -5.22 3.07 0.37
H -3.28 3.21 -2.16
H -4.65 4.52 -3.73
H -6.93 3.77 -4.31
H -7.83 1.69 -3.32
H -6.45 0.35 -1.78
*
```

8.
C11H16IP | ωB97M-V/def2-TZVPD

Its lowest unoccupied orbital energy is 0.0 eV. The SMILES is C=C1C=CC=C[C@H]1P(I)C(C)(C)C. The gap between HOMO and LUMO is 8.206 eV.

```
! RIJCOSX wB97M-V def2-TZVPD def2/J DEFGRID3
* xyz 0 1
C 1.62 -0.42 2.71
C 1.32 0.09 1.53
C 2.24 0.04 0.41
C 2.35 1.00 -0.48
C 1.65 2.27 -0.26
C 0.72 2.42 0.68
C 0.19 1.09 1.31
P -1.60 0.75 0.48
I -2.03 2.45 -1.32
C -1.30 -0.80 -0.67
C -1.10 -1.91 0.30
C -2.68 -1.06 -1.31
C -0.31 -0.65 -1.87
H 1.09 -0.06 3.69
H 2.43 -1.18 2.71
H 2.78 -0.87 0.26
H 3.01 0.89 -1.29
H 1.91 3.14 -0.79
H 0.12 3.31 1.02
H -0.08 1.52 2.26
H -1.55 -1.46 1.15
H -1.64 -2.86 -0.10
H -0.10 -2.20 0.49
H -2.53 -1.95 -1.93
H -2.80 -0.25 -2.07
H -3.60 -1.15 -0.68
H 0.61 -0.93 -1.37
H -0.62 -1.51 -2.55
H -0.13 0.30 -2.28
*
```

9.
C3H6N4O | ωB97M-V/def2-TZVPD

Its lowest unoccupied orbital energy is 0.3 eV. The energy above the lowest of the compared OMol25 structures with the same formula, charge and spin comes out at 435.9 kJ/mol. The SMILES is C=N/N=C\C(=O)NN. The gap between HOMO and LUMO is 9.474 eV.

```
! RIJCOSX wB97M-V def2-TZVPD def2/J DEFGRID3
* xyz 0 1
C 2.46 -0.02 -0.80
N 1.42 0.31 -0.04
N 1.07 -0.41 1.03
C -0.11 -0.73 1.07
C -1.11 -0.57 -0.06
O -1.50 -1.58 -0.71
N -1.34 0.77 -0.45
N -0.80 1.76 0.32
H 3.17 -0.94 -0.69
H 2.39 0.57 -1.92
H -0.50 -1.44 1.86
H -1.66 0.96 -1.36
H 0.19 1.95 0.12
H -1.48 2.49 0.43
*
```

10.
C16H21N5O2S | ωB97M-V/def2-TZVPD

Its lowest unoccupied orbital energy is 0.5 eV. The energy above the lowest of the compared OMol25 structures with the same formula, charge and spin comes out at 1677.5 kJ/mol. The gap between HOMO and LUMO is 8.650 eV.

```
! RIJCOSX wB97M-V def2-TZVPD def2/J DEFGRID3
* xyz 0 1
C 1.39 4.18 -1.82
H 1.92 4.29 -2.71
O 1.04 2.64 -1.72
C 2.02 1.85 -1.70
C 3.28 2.16 -1.82
C 4.35 1.26 -1.58
C 3.96 0.05 -1.48
C 2.64 -0.57 -1.64
C 1.73 0.48 -1.72
N 0.26 0.21 -1.67
C -0.53 0.60 -0.87
N -1.68 0.00 -1.44
N -1.59 -0.72 -2.46
N -0.13 -0.72 -2.44
S -0.66 1.71 0.31
C 0.66 1.03 1.45
H 1.49 1.21 1.02
H 0.52 1.39 2.44
C 0.36 -0.77 1.42
O 1.30 -1.33 1.11
N -0.86 -0.99 1.65
H -1.37 -0.13 2.05
C -1.28 -2.35 1.79
C -2.58 -2.28 1.04
C -3.74 -1.97 1.55
C -4.03 -2.36 3.12
C -2.84 -2.06 3.80
C -1.46 -2.99 3.19
H -0.58 -2.60 3.72
H -1.81 -3.88 3.13
H -2.39 -1.21 4.01
H -2.83 -2.65 4.73
H -4.79 -1.82 3.64
H -4.34 -3.29 2.92
H -3.68 -0.58 1.70
H -4.63 -1.97 1.23
H -2.59 -2.06 -0.16
H -2.88 -3.29 0.98
H -0.55 -2.91 1.22
H 2.46 -1.46 -1.44
H 4.61 -0.86 -1.30
H 5.60 1.58 -1.39
H 3.82 3.29 -1.75
H 0.40 4.80 -2.05
H 2.04 4.47 -1.10
*
```

11.
C6H8 | ωB97M-V/def2-TZVPD

Its lowest unoccupied orbital energy (alpha / beta) is -0.3 / -0.2 eV. The energy above the lowest of the compared OMol25 structures with the same formula, charge and spin comes out at 491.4 kJ/mol. The gap between HOMO and LUMO (alpha / beta) is 7.521 / 7.295 eV.

```
! RIJCOSX wB97M-V def2-TZVPD def2/J DEFGRID3
* xyz 0 1
C 2.99 -0.07 0.34
C 1.68 -0.41 0.31
C 0.37 -0.10 0.13
C -0.42 1.16 -0.09
C -1.61 0.25 -0.49
C -0.88 -0.97 0.14
H 3.48 0.07 -0.64
H 1.37 -1.03 1.20
H -0.61 1.69 0.86
H -0.01 1.86 -0.81
H -2.58 0.49 -0.06
H -1.69 0.16 -1.58
H -0.82 -1.89 -0.45
H -1.26 -1.21 1.14
*
```

12.
C12H15BCl2N6O2Re | ωB97M-V/def2-TZVPD

Its lowest unoccupied orbital energy (alpha / beta) is -17.7 / -19.1 eV. As for the expectation value of S²: 3.856. The energy above the lowest of the compared OMol25 structures with the same formula, charge and spin comes out at 63.6 kJ/mol. The gap between HOMO and LUMO (alpha / beta) is 4.565 / 2.987 eV.

```
! RIJCOSX wB97M-V def2-TZVPD def2/J DEFGRID3
* xyz 4 4
C 2.90 -0.34 0.18
N 1.58 -0.17 -0.16
N 1.52 0.29 -1.47
C 2.78 0.26 -1.96
C 3.67 -0.09 -0.95
B 0.17 0.56 -2.34
N -0.66 -0.76 -2.11
N -0.74 -1.38 -0.86
C -1.34 -2.61 -1.01
C -1.66 -2.76 -2.35
C -1.20 -1.62 -3.00
Re 0.21 -1.46 1.00
N -0.58 1.99 -2.42
N -1.61 2.43 -1.57
C -1.66 3.76 -1.70
C -0.98 4.16 -2.87
C -0.33 3.01 -3.30
H -2.15 4.42 -0.99
H 0.27 2.85 -4.17
H -1.02 5.14 -3.33
H 0.58 0.46 -3.46
H -1.19 -1.39 -4.05
H 2.95 0.47 -3.01
H -2.22 -3.59 -2.73
H 4.75 -0.10 -0.99
H -1.59 -3.20 -0.14
H 3.16 -0.64 1.19
H -2.03 -0.45 1.49
C -1.61 -1.46 1.73
H -2.31 -2.22 1.33
H 0.84 -2.61 1.87
H -1.57 -1.55 2.84
Cl 1.02 0.87 4.90
C 0.81 1.84 3.40
Cl 2.36 2.39 2.68
C 0.26 1.00 2.25
O -0.40 1.41 1.31
O 0.76 -0.25 2.35
H 0.20 2.69 3.70
*
```